(1)
{
  "formula": "C15H30F2HfO5",
  "method": "wB97M-V/def2-TZVPD",
  "species": ["Hf", "F", "F", "C", "C", "O", "C", "H", "H", "H", "H", "H", "H", "C", "C", "O", "C", "H", "H", "H", "H", "H", "H", "C", "C", "O", "C", "H", "H", "H", "H", "H", "H", "C", "C", "O", "C", "H", "H", "H", "H", "H", "H", "C", "C", "O", "C", "H", "H", "H", "H", "H", "H"],
  "xyz": [[-1.5402, 1.4891, 1.9818], [-0.4852, 0.2949, 0.2783], [-1.1001, 3.1934, 0.4237], [2.3311, 3.6500, 1.2440], [1.8530, 2.2768, 1.5425], [0.8898, 2.0494, 2.2607], [2.7035, 1.1356, 1.0194], [1.7436, 4.2995, 1.8929], [2.1521, 3.7909, 0.1781], [3.3630, 3.8583, 1.5267], [2.1257, 0.2170, 1.1208], [3.6825, 1.0960, 1.4970], [2.8852, 1.2892, -0.0444], [1.1664, 2.2490, -2.3521], [1.3962, 1.2666, -3.4476], [1.5298, 1.5920, -4.6092], [1.2482, -0.2107, -3.0730], [0.8192, 3.2239, -2.6942], [2.1150, 2.4710, -1.8633], [0.5710, 1.9085, -1.5050], [0.4884, -0.2888, -2.2953], [2.2113, -0.5816, -2.7225], [0.9760, -0.7655, -3.9708], [-0.2319, -3.0966, -1.5943], [-1.4302, -3.6618, -0.8092], [-2.0452, -4.6490, -1.1924], [-1.6939, -3.0152, 0.5651], [0.3206, -3.8599, -2.1422], [0.4155, -2.7164, -0.8041], [-0.5696, -2.2858, -2.2398], [-2.6146, -3.4846, 0.9116], [-1.8099, -1.9386, 0.4404], [-0.8806, -3.2682, 1.2453], [-4.5714, -0.4746, -1.2723], [-3.6617, 0.7245, -1.0515], [-3.2192, 0.9775, 0.0954], [-3.2478, 1.5484, -2.3214], [-4.1048, -1.3737, -0.8698], [-4.7373, -0.6988, -2.3260], [-5.6104, -0.3694, -0.9602], [-2.2031, 1.2747, -2.4685], [-3.3391, 2.6137, -2.1094], [-3.7698, 1.1507, -3.1917], [1.9197, -0.2446, 4.2749], [1.0595, -1.0354, 3.3739], [0.0687, -0.5109, 2.8567], [1.5210, -2.4301, 3.0183], [2.1609, -0.8739, 5.1316], [1.4306, 0.6982, 4.5202], [2.8612, -0.0836, 3.7498], [1.2971, -3.0750, 3.8680], [2.5755, -2.5572, 2.7734], [0.9849, -2.7884, 2.1395]],
  "mulliken_charge": [2.008, -0.168, -0.507, -1.129, 0.936, -0.474, -0.682, 0.346, 0.284, 0.416, -0.037, 0.415, 0.273, -0.566, 0.415, -0.513, -0.393, 0.401, 0.283, -0.119, -0.371, 0.397, 0.449, -0.718, 0.821, -0.104, -0.754, 0.473, 0.208, 0.261, 0.420, 0.058, 0.316, -1.041, 0.723, -0.596, -0.749, 0.157, 0.399, 0.355, 0.129, 0.349, 0.375, -1.049, 0.711, -0.294, -0.847, 0.472, 0.252, 0.252, 0.429, 0.378, -0.051],
  "charge": 3,
  "relative_energy_kcal_mol": 18.1,
  "spin_multiplicity": 2,
  "homo_lumo_gap_ev": [3.25, 2.63],
  "e_tot_ha": -1212.27016
}

***

(2)
{
  "formula": "C15H30IN2O13P3S",
  "method": "wB97M-V/def2-TZVPD",
  "species": ["O", "C", "O", "C", "C", "C", "C", "C", "S", "C", "N", "N", "C", "O", "C", "P", "O", "I", "O", "H", "H", "H", "H", "H", "H", "H", "H", "H", "H", "H", "H", "C", "O", "P", "O", "O", "C", "O", "C", "H", "H", "H", "H", "H", "H", "H", "H", "H", "C", "O", "P", "O", "O", "C", "O", "C", "H", "H", "H", "H", "H", "H", "H", "H", "H"],
  "xyz": [[3.6624, -2.1311, 0.1750], [3.9467, -1.3474, -0.7367], [3.6682, 0.0662, -0.7693], [3.5403, 0.4522, -2.1589], [3.5544, 2.0038, -2.5447], [2.6581, 2.9318, -1.5628], [1.4326, 3.6633, -2.3208], [0.4221, 2.6210, -3.0500], [0.0015, 1.2846, -1.8355], [-1.7979, 0.9227, -1.8438], [-2.8606, 1.2818, -2.7278], [-3.9510, 0.6876, -2.1190], [-3.5990, -0.0038, -0.9293], [-2.1754, 0.1080, -0.7309], [4.4510, -0.5910, -3.0019], [3.2643, -1.5577, -4.1778], [2.0129, -2.2746, -3.2244], [2.2614, 0.0626, -5.7944], [4.6628, -1.5906, -1.9501], [2.4840, 0.1098, -2.4363], [3.1650, 2.2136, -3.6128], [4.6519, 2.3621, -2.4864], [3.3558, 3.7845, -1.2172], [2.3357, 2.3867, -0.6067], [1.8346, 4.4418, -3.0732], [0.7977, 4.2683, -1.5723], [-0.4765, 3.1403, -3.5190], [1.0296, 2.1794, -3.9294], [-4.2560, -0.5845, -0.1888], [5.3891, -0.1359, -3.4612], [1.1948, -2.3690, -3.7756], [-7.0184, 2.1459, -1.3810], [-8.4249, 2.0590, -1.5497], [-9.3146, 1.1394, -0.4060], [-8.2886, 0.0031, -0.3815], [-10.4667, 0.8336, -1.5223], [-10.0862, 0.2394, -2.7530], [-10.2781, 0.3576, 0.7815], [-9.7811, 0.4656, 2.1109], [-6.6531, 2.9924, -1.9683], [-6.7609, 2.3036, -0.3326], [-6.5389, 1.2427, -1.7567], [-9.1602, -0.3350, -2.6705], [-9.9584, 1.0206, -3.5073], [-10.8819, -0.4314, -3.0775], [-9.4144, 1.4758, 2.3053], [-8.9771, -0.2570, 2.2663], [-10.5941, 0.2463, 2.8048], [5.8063, -2.8184, 2.4571], [6.8465, -2.6296, 3.4048], [6.4879, -2.9135, 5.0592], [5.1335, -2.2046, 4.9841], [7.6508, -1.8585, 5.5101], [7.6073, -0.5350, 5.0027], [6.2366, -3.3191, 6.7092], [5.3450, -4.4083, 6.9207], [6.2571, -2.9122, 1.4659], [5.2392, -3.7238, 2.6762], [5.1457, -1.9519, 2.4473], [6.5978, -0.2316, 4.7144], [8.2672, -0.4590, 4.1341], [7.9667, 0.1465, 5.7740], [5.5331, -5.2069, 6.2000], [4.3122, -4.0648, 6.8325], [5.5046, -4.7976, 7.9276]],
  "mulliken_charge": [-0.515, 0.534, -0.393, 0.295, -0.413, -0.616, -0.871, -0.129, 0.056, 0.217, -0.452, -0.175, 0.018, -0.228, 0.308, 0.129, -0.477, -0.131, -0.373, -0.124, 0.130, 0.368, 0.344, 0.414, 0.329, 0.311, 0.462, -0.065, 0.371, 0.349, 0.328, -0.711, -0.359, 1.067, -0.639, -0.358, -0.577, -0.290, -0.656, 0.299, 0.298, 0.335, 0.299, 0.237, 0.245, 0.308, 0.259, 0.247, -0.644, -0.373, 1.063, -0.642, -0.354, -0.589, -0.289, -0.665, 0.277, 0.315, 0.285, 0.309, 0.235, 0.245, 0.307, 0.269, 0.247],
  "charge": 0,
  "spin_multiplicity": 1,
  "smiles": "O=C1O[C@@H](CCCCSc2nnco2)[C@H](P(O)I)O1.COP(=O)(OC)OC.COP(=O)(OC)OC",
  "homo_lumo_gap_ev": 6.79,
  "e_tot_ha": -3396.86028
}

***

(3)
{
  "formula": "C15H30N2O",
  "method": "wB97M-V/def2-TZVPD",
  "species": ["N", "O", "C", "N", "C", "C", "C", "C", "C", "C", "C", "C", "C", "C", "C", "C", "C", "C", "H", "H", "H", "H", "H", "H", "H", "H", "H", "H", "H", "H", "H", "H", "H", "H", "H", "H", "H", "H", "H", "H", "H", "H", "H", "H", "H", "H", "H", "H"],
  "xyz": [[-0.9583, -2.1251, 0.1366], [-1.4425, 0.2012, 0.2473], [-0.7100, -0.9181, 0.5974], [0.3790, -0.7908, 1.4497], [-0.0980, -1.4122, -4.1917], [4.4382, -1.5746, -0.3239], [-2.0419, -2.3195, -0.8583], [1.2331, -1.8947, 1.9019], [-0.7062, -1.1689, -2.7875], [3.2793, -1.1173, 0.5525], [-1.4399, -2.4356, -2.2830], [2.2845, -2.2858, 0.8735], [-1.7560, 4.1659, 1.7555], [-1.1678, 3.1094, 2.6717], [-1.1507, 3.9271, 0.3854], [-1.5836, 1.7132, 2.1846], [-1.4540, 2.5337, -0.2018], [-1.0356, 1.4449, 0.7678], [0.7582, 0.1584, 1.5735], [0.2948, -0.4825, -4.5878], [0.7107, -2.1549, -4.0994], [-0.8546, -1.7780, -4.8719], [4.0638, -2.0339, -1.2513], [5.0996, -2.2715, 0.2023], [5.0299, -0.6892, -0.5904], [-2.5519, -3.2358, -0.6098], [-2.7585, -1.4933, -0.8377], [1.7365, -1.5855, 2.8279], [0.6135, -2.7859, 2.0910], [-1.4087, -0.3464, -2.8347], [0.0272, -0.8584, -2.0793], [3.6205, -0.7234, 1.4869], [2.6896, -0.3257, 0.0700], [-0.7737, -3.2919, -2.2593], [-2.2364, -2.6820, -2.9545], [2.8781, -3.1469, 1.2557], [1.7606, -2.5681, -0.0389], [-2.8348, 4.0970, 1.7704], [-1.4497, 5.1705, 2.1062], [-1.5233, 3.2428, 3.6725], [-0.0554, 3.1917, 2.6968], [-1.5610, 4.6953, -0.2923], [-0.0501, 4.0175, 0.4359], [-2.6898, 1.5758, 2.1235], [-1.1573, 0.9541, 2.8601], [-0.9471, 2.3460, -1.1435], [-2.5387, 2.4196, -0.3889], [0.0383, 1.5318, 0.7892]],
  "mulliken_charge": [-0.476, -0.280, 0.290, 0.099, -1.454, -1.273, -0.816, -1.100, 0.161, -0.179, -0.686, -0.418, -0.602, -0.749, -0.658, -0.371, -0.760, -0.135, 0.204, 0.399, 0.313, 0.343, 0.294, 0.333, 0.370, 0.429, 0.262, 0.487, 0.374, 0.264, 0.047, 0.356, 0.096, 0.312, 0.413, 0.365, 0.237, 0.355, 0.313, 0.342, 0.316, 0.317, 0.312, 0.264, 0.302, 0.307, 0.349, 0.334],
  "charge": 0,
  "relative_energy_kcal_mol": 26.8,
  "spin_multiplicity": 1,
  "smiles": "CCCC/N=C(/NCCCC)OC1CCCCC1",
  "homo_lumo_gap_ev": 8.80,
  "e_tot_ha": -774.29096
}

***

(4)
{
  "formula": "C15H30N3O21",
  "method": "wB97M-V/def2-TZVPD",
  "species": ["C", "C", "O", "N", "H", "H", "C", "H", "H", "H", "H", "H", "H", "C", "C", "O", "N", "H", "H", "C", "H", "H", "H", "H", "H", "H", "C", "C", "O", "N", "H", "H", "C", "H", "H", "H", "H", "H", "H", "O", "C", "O", "O", "H", "O", "C", "O", "O", "H", "O", "C", "O", "O", "H", "O", "C", "O", "O", "H", "O", "C", "O", "O", "H", "O", "C", "O", "O", "H"],
  "xyz": [[0.2698, 1.0549, -0.5639], [1.6743, 0.6119, -0.5803], [2.4892, 1.1430, -1.3273], [2.0367, -0.6900, 0.1333], [2.1933, -0.5976, 1.1268], [1.2131, -1.2745, 0.1387], [3.1716, -1.4661, -0.5763], [0.0340, 1.4419, -1.5552], [0.0775, 1.8454, 0.1615], [-0.3597, 0.2166, -0.2655], [3.2745, -2.4484, -0.1152], [4.1449, -0.9783, -0.5215], [2.7430, -1.6689, -1.5578], [-1.4864, -0.1434, -3.6270], [-2.8182, -0.5797, -4.2175], [-2.9759, -1.3325, -5.1608], [-3.9396, 0.1357, -3.4827], [-4.1264, -0.3334, -2.6079], [-3.6495, 1.0915, -3.3333], [-5.2421, 0.1093, -4.3569], [-0.7174, -0.8242, -3.9920], [-1.4321, -0.1566, -2.5385], [-1.0830, 0.8421, -3.8595], [-5.4344, -0.9322, -4.6143], [-5.1682, 0.7404, -5.2426], [-6.1248, 0.4707, -3.8294], [-3.2420, 0.3241, 3.6388], [-2.2388, 0.8190, 2.6207], [-1.3997, 0.0974, 2.0640], [-2.1463, 2.3533, 2.3534], [-2.4012, 2.7984, 3.2235], [-1.2048, 2.6847, 2.1993], [-3.1724, 2.5172, 1.1798], [-3.1728, 0.7895, 4.6220], [-3.2902, -0.7620, 3.7175], [-4.1922, 0.6252, 3.1977], [-2.9094, 2.0401, 0.2357], [-3.0747, 3.6026, 1.2005], [-4.1763, 2.2315, 1.4938], [3.9887, -1.9844, 2.9773], [3.1972, -0.9901, 3.4928], [3.5112, -0.4177, 4.5662], [2.0702, -0.7042, 3.0044], [4.7559, -1.7981, 3.5235], [-0.7459, -2.1797, -1.2546], [-0.5806, -3.0711, -0.2836], [-1.6091, -3.6041, 0.1796], [0.5868, -3.3213, 0.1063], [-1.6877, -2.3656, -1.2476], [-2.8266, 4.8962, -2.8242], [-2.6025, 3.6704, -2.4328], [-3.3634, 2.7732, -2.6971], [-1.5626, 3.4500, -1.8970], [-2.0247, 5.0939, -2.3348], [6.3427, -1.2105, 0.9185], [7.0571, -1.4642, 2.0085], [8.1536, -2.0506, 1.8988], [6.5881, -1.0951, 3.1119], [5.6097, -0.7947, 1.3782], [2.7974, -4.8102, -0.2737], [3.0134, -5.9703, 0.4092], [4.0614, -6.5863, 0.1861], [2.1708, -6.3484, 1.2710], [2.0265, -4.3490, 0.0649], [2.1600, 3.1474, 2.8438], [1.4553, 3.8778, 2.0031], [0.2276, 3.9191, 2.1809], [2.0224, 4.5564, 1.1609], [3.0636, 3.3325, 2.5776]],
  "mulliken_charge": [0.297, 0.377, -0.584, 0.982, 0.065, -0.250, -0.872, 0.180, -0.215, 0.038, 0.398, 0.344, 0.341, -0.704, 0.587, -0.492, 0.131, 0.377, 0.264, -0.823, 0.365, -0.025, 0.437, 0.387, 0.323, 0.328, -1.245, 0.548, -0.312, 0.230, 0.450, 0.066, -0.856, 0.354, 0.328, 0.374, 0.307, 0.421, 0.364, -0.329, 0.576, -0.769, -0.819, 0.257, -0.244, 0.517, -0.798, -0.896, 0.172, -0.555, 0.636, -0.884, -0.648, 0.360, -0.438, 0.691, -0.804, -0.798, 0.342, -0.413, 0.676, -0.783, -0.778, 0.495, -0.368, 0.703, -0.929, -0.724, 0.274],
  "charge": -3,
  "relative_energy_kcal_mol": 46.6,
  "spin_multiplicity": 1,
  "homo_lumo_gap_ev": 2.21,
  "e_tot_ha": -2333.78543
}